Computed, not measured: a molecular structure, C30H45AsN4O3Tc, with ωB97M-V/def2-TZVPD.

Output
Energy relative to the best compared isomer or geometry (same formula, charge and spin) ... 201.1 kJ/mol
HOMO-LUMO gap (spin up / spin down) ... 8.6 / 7.1 eV
E_LUMO (spin up / spin down) ... -4.48 / -6.02 eV
E_HOMO (spin up / spin down) ... -13.1 / -13.1 eV
<S²> ... 3.7631
E ... -3930.92040 hartree
Spin multiplicity ... 4
Charge ... +2

Cartesian coordinates (Å):
Tc -0.6710 -0.2265 -0.1164
As -2.6563 -1.2823 -1.1600
O -0.2909 0.5122 2.3880
O -1.9437 1.3048 0.5107
O 1.1975 0.8877 0.2355
N 1.5070 -3.8176 -0.8675
N -3.4668 2.1587 1.9455
N 2.1817 2.8965 1.0663
N 0.4552 -1.9766 -0.3479
C -4.9675 -4.8044 -3.6782
C 5.5522 0.9468 1.7658
C 1.2427 3.8306 0.4636
C -2.1345 -2.5379 -2.5905
C -4.2793 2.7108 0.8606
C 4.7740 1.2016 0.6393
C 1.6447 1.6295 1.3613
C -3.9856 2.3183 3.3034
C -3.2848 -3.1012 -3.3675
C -3.7362 -2.4697 -4.5246
C -5.4037 -4.1723 -4.8334
C 2.9605 3.4690 2.1570
C 3.6883 0.2108 0.2073
C 5.0470 2.3546 -0.0949
C 0.9861 -2.6739 -1.3370
C 6.8361 2.9476 1.4027
C -3.7381 -2.3803 0.0274
C 0.6478 1.5867 2.5232
C -4.7866 -3.0030 -5.2548
C 2.3460 0.3832 0.9649
C -1.5831 0.8655 2.8341
C 4.1431 -1.2247 0.5168
C 6.0656 3.2166 0.2802
C -2.3645 1.4851 1.6831
C 1.2959 -3.8730 0.4850
C -3.9129 -4.2731 -2.9518
C -4.0249 -0.2045 -2.0234
C 0.6469 -2.7236 0.8032
C 6.5697 1.8112 2.1482
C 3.4501 0.2997 -1.3108
H -5.1187 -2.5072 -6.1572
H 1.9729 -4.5212 -1.4186
H -3.5558 -4.7832 -2.0629
H 5.3779 0.0674 2.3732
H -1.5726 -3.3350 -2.1025
H -4.3412 1.3709 3.7109
H 3.4273 -1.9355 0.0962
H 4.2162 -1.4208 1.5868
H -2.0828 -0.0519 3.1551
H 1.6214 -4.6979 1.0941
H 4.4596 2.6028 -0.9673
H 0.7273 3.3503 -0.3687
H -5.4456 -5.7159 -3.3447
H 0.1193 2.5444 2.5295
H 3.5447 4.2991 1.7626
H 1.8080 4.6768 0.0759
H 2.3388 3.8467 2.9805
H -4.7010 -0.8704 -2.5558
H -4.5841 0.3553 -1.2765
H -3.2346 2.7317 3.9755
H 0.3224 -2.3758 1.7708
H -4.4672 3.7666 1.0481
H 4.4105 0.2756 -1.8235
H -6.2124 -4.5966 -5.4130
H 5.1201 -1.4133 0.0728
H 2.8591 -0.5510 -1.6494
H -3.5723 0.4924 -2.7268
H 2.9273 1.2102 -1.5948
H -3.7560 2.6107 -0.0828
H -3.2493 -1.5617 -4.8646
H 1.1844 1.4810 3.4676
H 0.4934 4.2194 1.1700
H -1.5307 1.5356 3.6928
H -4.8199 3.0115 3.2723
H 7.6381 3.6159 1.6862
H 6.2668 4.0974 -0.3164
H -1.4582 -1.9817 -3.2429
H -3.1020 -3.0960 0.5469
H -4.2269 -1.7440 0.7647
H 7.1660 1.5840 3.0222
H 3.6544 2.7229 2.5415
H 1.0197 -2.3777 -2.3718
H 2.0830 -0.4880 1.5642
H -5.2347 2.1871 0.8050
H -4.5000 -2.9137 -0.5395

Atomic forces in eV per Å
Tc 0.11 0.71 0.17
As -0.55 -0.57 -0.27
O -0.03 -0.15 -0.04
O -0.19 0.26 -0.14
O -0.30 -0.27 -0.75
N -0.03 -0.03 -0.03
N 0.16 -0.02 -0.28
N 0.03 -0.04 -0.28
N 0.18 -0.36 0.05
C -0.05 -0.02 0.02
C -0.04 0.03 0.12
C -0.01 -0.08 0.06
C -0.09 0.07 0.06
C -0.08 0.06 -0.13
C -0.04 0.01 0.08
C 0.08 -0.16 0.54
C 0.03 -0.03 0.26
C -0.08 -0.04 -0.06
C 0.06 0.02 0.04
C 0.00 0.00 -0.02
C 0.05 0.00 0.00
C -0.20 0.01 -0.09
C -0.03 0.00 0.01
C 0.04 0.16 -0.02
C -0.04 0.02 -0.02
C 0.08 0.01 -0.02
C 0.17 0.17 -0.16
C -0.02 0.03 -0.01
C 0.54 0.16 0.31
C 0.07 -0.12 0.04
C 0.04 -0.04 -0.07
C 0.03 0.01 -0.01
C -0.10 0.04 0.31
C -0.05 0.09 0.11
C 0.07 0.06 0.06
C 0.20 0.08 0.10
C 0.11 -0.13 0.04
C 0.04 0.01 0.03
C -0.02 0.11 0.21
H 0.00 -0.02 0.00
H 0.02 0.02 -0.05
H -0.03 -0.03 -0.02
H 0.02 0.01 -0.04
H 0.05 0.03 0.04
H -0.01 0.00 -0.05
H 0.00 -0.02 0.02
H -0.01 -0.01 -0.02
H -0.06 0.03 0.01
H 0.01 0.00 -0.03
H 0.00 -0.04 -0.03
H 0.02 0.03 0.00
H 0.02 -0.01 -0.02
H -0.04 -0.04 0.02
H 0.01 0.00 0.04
H -0.05 0.01 -0.01
H -0.02 0.01 -0.01
H 0.00 -0.03 0.01
H 0.04 0.00 0.05
H -0.02 0.04 -0.05
H -0.03 -0.02 -0.03
H 0.01 -0.02 0.06
H -0.01 -0.04 -0.03
H -0.01 0.01 0.03
H -0.01 -0.01 -0.01
H -0.07 -0.03 -0.02
H 0.00 -0.01 0.00
H 0.02 0.04 -0.02
H 0.04 -0.03 0.00
H 0.00 -0.02 -0.02
H -0.01 -0.01 0.03
H 0.01 0.04 -0.01
H -0.03 -0.03 0.00
H -0.01 0.00 -0.03
H 0.00 -0.01 0.01
H -0.01 -0.01 0.01
H 0.02 -0.03 0.01
H 0.00 0.00 -0.02
H 0.02 0.03 -0.02
H -0.02 0.00 0.00
H 0.03 0.03 0.02
H -0.01 -0.02 0.00
H -0.08 0.06 -0.03
H 0.02 0.00 0.05
H 0.02 0.03 -0.05

Mulliken charges, unit e, in atom order: number 1, Tc, carries 0.849; number 2, As, carries 1.136; number 3, O, carries -0.178; number 4, O, carries -0.877; number 5, O, carries -0.489; number 6, N, carries 0.068; number 7, N, carries 0.252; number 8, N, carries 0.797; number 9, N, carries 0.758; number 10, C, carries -0.752; number 11, C, carries -0.343; number 12, C, carries -0.897; number 13, C, carries -1.086; number 14, C, carries -1.117; number 15, C, carries -0.343; number 16, C, carries 0.056; number 17, C, carries -0.937; number 18, C, carries 0.227; number 19, C, carries -0.194; number 20, C, carries -0.480; number 21, C, carries -1.129; number 22, C, carries 2.444; number 23, C, carries 0.036; number 24, C, carries -1.075; number 25, C, carries -0.517; number 26, C, carries -1.352; number 27, C, carries -1.343; number 28, C, carries -0.697; number 29, C, carries -0.444; number 30, C, carries -1.227; number 31, C, carries -1.868; number 32, C, carries -0.964; number 33, C, carries 0.920; number 34, C, carries -0.850; number 35, C, carries -0.254; number 36, C, carries -1.207; number 37, C, carries -0.422; number 38, C, carries -0.839; number 39, C, carries -1.996; number 40, H, carries 0.419; number 41, H, carries 0.244; number 42, H, carries 0.440; number 43, H, carries 0.309; number 44, H, carries 0.450; number 45, H, carries 0.344; number 46, H, carries 0.236; number 47, H, carries 0.503; number 48, H, carries 0.441; number 49, H, carries 0.422; number 50, H, carries 0.340; number 51, H, carries 0.269; number 52, H, carries 0.408; number 53, H, carries 0.501; number 54, H, carries 0.403; number 55, H, carries 0.405; number 56, H, carries 0.334; number 57, H, carries 0.458; number 58, H, carries 0.291; number 59, H, carries 0.336; number 60, H, carries 0.517; number 61, H, carries 0.413; number 62, H, carries 0.472; number 63, H, carries 0.410; number 64, H, carries 0.472; number 65, H, carries 0.201; number 66, H, carries 0.400; number 67, H, carries 0.398; number 68, H, carries 0.307; number 69, H, carries 0.380; number 70, H, carries 0.304; number 71, H, carries 0.307; number 72, H, carries 0.549; number 73, H, carries 0.360; number 74, H, carries 0.446; number 75, H, carries 0.427; number 76, H, carries 0.570; number 77, H, carries 0.396; number 78, H, carries 0.404; number 79, H, carries 0.435; number 80, H, carries 0.381; number 81, H, carries 0.517; number 82, H, carries 0.858; number 83, H, carries 0.389; number 84, H, carries 0.465